Below is C33H38As2NO2RuS as an isolated structure at a distorted geometry, with properties calculated with wB97M-V/def2-TZVPD.

ORCA input file:
```
! wB97M-V def2-TZVPD RIJCOSX def2/J DEFGRID3
* xyz 3 5
Ru -0.4086 -1.2756 -0.3001
N -2.5379 -4.1139 -2.5180
C -1.9267 -3.4323 -1.5860
O -1.6783 -2.1908 -1.7424
C -1.5121 -4.0305 -0.2924
C -0.2708 -3.3020 0.2170
H -2.8220 -3.6649 -3.3780
H -2.7368 -5.0971 -2.4051
H -1.3209 -5.1036 -0.3591
H -2.3529 -3.9063 0.3966
H 0.6373 -3.6143 -0.3099
H -0.1155 -3.4691 1.2777
C 1.4574 1.6073 1.5669
C 1.5734 0.3577 2.3867
As 1.5234 -1.2185 1.2500
C 2.9749 -1.0025 0.0332
C 4.2731 -0.9327 0.5357
C 5.3304 -0.7366 -0.3419
C 5.0962 -0.6124 -1.7068
C 3.8025 -0.6805 -2.2086
C 2.7427 -0.8725 -1.3337
C 1.8648 -2.6881 2.3849
C 2.7861 -3.6579 2.0015
C 3.0517 -4.7053 2.8735
C 2.4008 -4.7784 4.0974
C 1.4707 -3.8110 4.4639
C 1.1942 -2.7579 3.6063
As -0.0481 1.4780 0.3313
C -1.5358 1.1497 1.5035
C -1.7168 1.9353 2.6370
C -2.7077 1.6076 3.5559
C -3.5152 0.4937 3.3559
C -3.3512 -0.2946 2.2244
C -2.3692 0.0439 1.3004
C -0.2612 3.2003 -0.3965
C 0.8471 3.8352 -0.9564
C 0.7136 5.1390 -1.4093
C -0.5116 5.7893 -1.3040
C -1.6142 5.1428 -0.7581
C -1.4995 3.8348 -0.3088
H 2.3513 1.8014 0.9756
H 1.2405 2.4899 2.1712
H 0.7789 0.2726 3.1265
H 2.5326 0.2783 2.9001
H 4.4715 -1.0415 1.5952
H 6.3415 -0.6867 0.0403
H 5.9274 -0.4667 -2.3843
H 3.6235 -0.5902 -3.2716
H 1.7424 -0.9209 -1.7617
H 3.3001 -3.6019 1.0506
H 3.7749 -5.4610 2.5968
H 2.6203 -5.5941 4.7734
H 0.9685 -3.8757 5.4198
H 0.4696 -2.0080 3.9020
H -1.0976 2.8069 2.8123
H -2.8500 2.2265 4.4324
H -4.2842 0.2492 4.0768
H -4.0005 -1.1427 2.0514
H -2.3760 -0.5292 0.3610
H 1.8038 3.3339 -1.0446
H 1.5648 5.6508 -1.8381
H -0.6067 6.8108 -1.6483
H -2.5617 5.6598 -0.6761
H -2.3580 3.3354 0.1221
O -0.8667 0.3031 -1.8254
S -1.7577 0.3645 -3.1286
C -3.1844 1.3793 -2.6772
C -3.2008 2.5620 -3.6510
C -1.7391 2.9595 -3.8461
C -1.0071 1.6550 -4.1443
H -2.9729 1.6917 -1.6519
H -4.0757 0.7552 -2.6945
H -3.8164 3.3691 -3.2567
H -3.6424 2.2565 -4.6014
H -1.3381 3.4084 -2.9364
H -1.6068 3.6733 -4.6571
H 0.0598 1.6371 -3.9220
H -1.1563 1.3231 -5.1741
*
```

Calculated values
- energy above the lowest of the compared OMol25 structures with the same formula, charge and spin (kJ/mol) = 41.70
- calculated total energy (eV) = -175489.3128
- expectation value of S² = 6.045
- E_LUMO (alpha / beta) (eV) = -8.6 / -11.3

Charges per atom according to Löwdin partitioning, unit e: Ru 1.192; N 0.266; C -0.467; O -0.175; C -0.134; C -0.235; H 0.154; H 0.154; H 0.144; H 0.143; H 0.087; H 0.043; C -0.367; C -0.373; As 1.240; C -0.397; C -0.088; C -0.031; C -0.029; C -0.050; C -0.132; C -0.423; C -0.092; C -0.035; C -0.027; C -0.040; C -0.102; As 1.333; C -0.397; C -0.084; C -0.020; C -0.026; C -0.047; C -0.162; C -0.397; C -0.091; C -0.038; C -0.027; C -0.045; C -0.110; H 0.083; H 0.100; H 0.076; H 0.103; H 0.119; H 0.127; H 0.127; H 0.119; H 0.063; H 0.110; H 0.125; H 0.127; H 0.123; H 0.106; H 0.120; H 0.130; H 0.129; H 0.121; H 0.057; H 0.111; H 0.125; H 0.128; H 0.126; H 0.106; O -0.767; S 1.072; C -0.283; C -0.191; C -0.199; C -0.283; H 0.080; H 0.103; H 0.132; H 0.129; H 0.084; H 0.137; H 0.104; H 0.109


Below is C33H38AsFN3O4ReS2 as an isolated structure at a distorted geometry, with properties calculated with wB97M-V/def2-TZVPD.

ORCA input file:
```
! wB97M-V def2-TZVPD RIJCOSX def2/J DEFGRID3
* xyz 3 2
Re -0.1807 -0.2098 -0.3677
C -3.4790 -3.9003 5.3215
C -2.4670 -4.7758 4.5862
C -1.4472 -5.3749 5.5556
C -0.4842 -6.2916 4.8148
C 0.1431 -5.5606 3.6773
C 1.3859 -5.9350 3.2078
C 1.9984 -5.2265 2.1774
F 3.2052 -5.5791 1.7555
C 1.3854 -4.1396 1.5984
C 0.1239 -3.7408 2.0471
C -0.4896 -2.5683 1.4595
O 0.1652 -1.9439 0.5532
C -1.7478 -2.1944 1.9778
C -2.3269 -2.9718 2.9705
N -1.7579 -4.0334 3.5244
C -0.5189 -4.4515 3.0950
C -2.5001 -0.9345 1.5890
O -3.5546 -0.6848 2.1287
O -1.9316 -0.1362 0.7442
H -3.7363 -4.3794 6.2614
H -4.4048 -3.7815 4.7650
H -3.0598 -2.9227 5.5533
H -2.9948 -5.5980 4.0860
H -1.9714 -5.9471 6.3203
H -0.8952 -4.5730 6.0500
H -1.0195 -7.1660 4.4354
H 0.2878 -6.6728 5.4838
H 1.9108 -6.7736 3.6356
H 1.8627 -3.6025 0.7945
H -3.3109 -2.6783 3.3085
C -3.7945 1.5797 5.1159
C -2.5517 1.7302 4.3388
C -1.6704 0.6589 4.1482
C -0.5566 0.7653 3.3493
C 0.4888 -0.3040 3.3871
C -0.3044 2.0005 2.6701
C 0.5870 2.1491 1.5886
O 0.9267 1.3227 0.6886
C -1.0494 3.1636 3.0676
C -0.6691 4.5373 2.6204
C -2.1750 2.9843 3.8374
H -3.9678 0.5525 5.4187
H -4.6504 1.9244 4.5350
H -3.7608 2.2145 6.0019
H -1.8606 -0.2647 4.6725
H 0.0741 -1.2408 3.7446
H 1.2595 0.0050 4.0951
H 0.9768 -0.4643 2.4290
H 1.0053 3.1539 1.4344
H -0.8186 4.6911 1.5528
H 0.3788 4.7267 2.8477
H -1.2634 5.2764 3.1511
H -2.7863 3.8382 4.0850
C 3.4722 1.6502 -1.5894
As 3.3608 -0.2973 -1.5498
C 4.5735 -0.9470 -2.9196
C 3.9499 -0.9856 0.1765
S 1.3597 -0.9359 -2.0769
H 4.4374 1.9575 -1.1856
H 2.6691 2.0950 -1.0022
H 3.3989 1.9822 -2.6277
H 5.5847 -0.5878 -2.7118
H 4.2597 -0.5781 -3.8999
H 4.5822 -2.0393 -2.9343
H 4.8995 -0.5229 0.4513
H 4.0976 -2.0639 0.0826
H 3.1996 -0.7740 0.9398
N -2.9978 5.8964 -3.0260
C -1.9013 5.2102 -3.3143
S -0.7148 5.8718 -4.2862
C -1.6418 3.8908 -2.7040
C -0.7078 3.0256 -3.2858
C -0.3370 1.8645 -2.6404
N -0.8345 1.4961 -1.4484
C -1.7861 2.2815 -0.9211
C -2.2101 3.4665 -1.4977
H -3.1297 6.8090 -3.4457
H -3.7873 5.5002 -2.5379
H -0.2629 3.2823 -4.2342
H 0.3939 1.2066 -3.0998
H -2.2346 1.9364 0.0038
H -2.9480 4.0567 -0.9765
*
```

Calculated values
- energy above the lowest of the compared OMol25 structures with the same formula, charge and spin (kJ/mol) = 0.00
- calculated total energy (eV) = -134830.5894
- expectation value of S² = 0.764
- E_LUMO (alpha / beta) (eV) = -11.1 / -10.7

Charges per atom according to Löwdin partitioning, unit e: Re 1.558; C -0.023; C -0.270; C -0.120; C -0.110; C -0.105; C 0.103; C -0.233; F 0.123; C 0.077; C -0.043; C -0.273; O -0.238; C -0.018; C 0.061; N 0.068; C -0.043; C -0.555; O 0.123; O -0.149; H 0.101; H 0.095; H 0.090; H 0.176; H 0.138; H 0.140; H 0.146; H 0.138; H 0.151; H 0.122; H 0.144; C -0.003; C -0.190; C 0.014; C -0.183; C -0.001; C -0.109; C -0.115; O -0.188; C -0.171; C -0.018; C 0.037; H 0.088; H 0.111; H 0.113; H 0.129; H 0.084; H 0.119; H 0.055; H 0.150; H 0.087; H 0.103; H 0.099; H 0.139; C -0.206; As 0.859; C -0.215; C -0.200; S 0.333; H 0.061; H 0.018; H 0.057; H 0.064; H 0.058; H 0.057; H 0.063; H 0.051; H 0.025; N 0.112; C -0.788; S 0.780; C -0.185; C -0.004; C -0.117; N -0.139; C -0.092; C 0.044; H 0.124; H 0.119; H 0.096; H 0.057; H 0.113; H 0.129